{"formula": "C28H11F5MnN8O9Se", "method": "ωB97M-V/def2-TZVPD", "species": ["Mn", "O", "C", "N", "C", "O", "C", "C", "C", "C", "C", "N", "C", "C", "C", "C", "C", "N", "H", "H", "H", "H", "H", "H", "H", "H", "F", "C", "C", "F", "C", "F", "C", "Se", "C", "F", "C", "F", "O", "C", "O", "C", "C", "C", "C", "C", "C", "N", "O", "O", "N", "O", "O", "H", "H", "H", "O", "N", "C", "C", "N", "C", "N"], "xyz": [[-0.329984, 0.659724, 1.181174], [-1.456625, 4.245958, 2.702252], [-1.118268, 3.263540, 2.081970], [-0.937597, 1.982006, 2.501586], [-1.130827, 1.553354, 3.783281], [-1.448257, 2.180033, 4.767785], [-0.863603, 0.038606, 3.879814], [-0.932151, -0.617765, 5.082621], [-0.612553, -1.965179, 5.131089], [-0.241196, -2.603986, 3.970913], [-0.208203, -1.876588, 2.794401], [-0.519784, -0.583517, 2.751455], [-0.825615, 3.370922, 0.569826], [-0.882766, 4.580131, -0.079088], [-0.610531, 4.629206, -1.438717], [-0.291681, 3.461662, -2.093407], [-0.257281, 2.282973, -1.366187], [-0.517999, 2.245970, -0.062959], [-1.211488, -0.047054, 5.959737], [-0.638309, -2.506611, 6.071850], [0.045783, -3.649329, 3.967828], [0.094576, -2.317800, 1.855172], [-1.141776, 5.460118, 0.500171], [-0.650414, 5.568825, -1.977691], [-0.070045, 3.446233, -3.155990], [-0.016573, 1.335495, -1.830533], [6.556226, 1.683074, -4.283355], [5.588074, 1.158947, -3.572566], [4.304284, 1.148082, -4.059323], [4.051871, 1.674051, -5.249268], [3.294130, 0.583761, -3.304641], [2.080210, 0.610570, -3.813352], [3.528063, 0.005804, -2.053072], [2.113321, -0.775255, -1.058951], [4.842443, 0.055843, -1.598298], [5.158199, -0.454490, -0.430603], [5.856764, 0.626011, -2.336692], [7.101110, 0.655887, -1.875080], [-2.425551, -0.073248, 0.439709], [-1.798869, -0.867805, -0.283343], [-0.510702, -0.917261, -0.221333], [-2.506909, -1.798452, -1.237083], [-3.889091, -1.837355, -1.249216], [-4.548810, -2.742615, -2.143408], [-3.797615, -3.562935, -2.992466], [-2.430444, -3.489116, -2.954760], [-1.748544, -2.611018, -2.080421], [-1.660228, -4.361464, -3.845229], [-0.445616, -4.319765, -3.778694], [-2.241948, -5.100661, -4.619808], [-5.932858, -2.829450, -2.178216], [-6.606840, -2.074659, -1.390803], [-6.495351, -3.662449, -2.995509], [-4.464545, -1.201694, -0.596562], [-4.290465, -4.243951, -3.660880], [-0.671626, -2.569121, -2.070309], [1.633361, 0.918488, 1.409031], [2.276644, 1.684275, 2.158884], [2.658554, 1.188814, 3.294636], [3.388404, 2.075433, 4.196692], [3.970639, 2.719723, 4.952049], [2.464587, -0.183169, 3.761378], [2.372292, -1.249761, 4.172484]], "atomic_forces_ev_per_a": [[-0.6, -1.5, -1.5], [0.1, -0.4, 0.0], [0.0, 1.0, -0.9], [0.2, -0.4, -0.2], [0.0, -0.8, 0.8], [0.0, 0.0, -0.3], [-0.2, 0.9, 0.2], [-0.1, 0.1, 0.4], [-0.1, 0.0, 0.3], [-0.1, -0.2, -0.2], [0.0, -0.2, -0.5], [0.1, -0.1, 0.2], [-0.3, 0.4, 1.0], [-0.1, 0.5, 0.1], [-0.1, 0.2, 0.2], [0.0, -0.2, -0.2], [0.1, -0.6, -0.4], [0.1, -0.2, -0.1], [0.0, 0.0, -0.1], [0.0, 0.1, -0.1], [0.0, 0.2, -0.1], [0.0, 0.0, -0.1], [0.0, -0.1, -0.1], [0.0, 0.0, 0.1], [0.0, -0.1, 0.2], [0.2, -0.1, 0.0], [1.4, 0.8, -1.0], [-0.7, -0.3, 0.5], [-0.3, -0.5, 0.8], [-0.2, 0.4, -1.0], [1.1, -0.1, 0.6], [-1.1, 0.1, -0.5], [-0.4, -0.1, 0.1], [0.4, 0.0, -0.7], [-0.4, 0.4, -1.0], [0.4, -0.5, 1.1], [-0.7, -0.2, 0.0], [0.9, 0.0, 0.3], [-0.1, 0.4, 0.3], [0.0, -0.6, -0.4], [-0.5, 0.9, 1.1], [0.3, 0.1, 0.1], [-0.3, -0.5, -0.5], [-0.3, 0.5, 0.5], [0.1, -0.2, -0.2], [0.2, 0.8, 0.8], [0.1, -0.6, -0.5], [0.5, -0.1, -0.1], [0.0, 0.2, 0.2], [-0.5, 0.0, 0.0], [-0.5, -0.1, -0.1], [0.3, -0.4, -0.4], [0.5, 0.7, 0.7], [-0.1, 0.0, 0.0], [-0.2, 0.0, 0.0], [0.1, 0.0, 0.0], [-0.7, -0.9, -0.8], [0.4, 1.1, 0.7], [0.9, -0.1, 1.7], [-0.3, -0.7, -0.5], [-0.1, 0.0, -0.1], [0.2, 1.3, -0.6], [0.1, -0.4, 0.2]], "lumo_energy_ev": [2.4, 2.8], "gap_ev": [3.33, 4.79], "relative_energy_kcal_mol": 60.7, "charge": -2, "homo_energy_ev": [-0.95, -1.95], "fmax_ev_per_a": 2.2, "multiplicity": 6}